Record 1
Density functional theory data (ωB97M-V with the def2-TZVPD basis set) for a structure of composition C26H34B11Br6MnNSSb2Te.

Structure (XYZ):
```
83
Properties=species:S:1:pos:R:3:forces:R:3:mulliken_charge:R:1
Mn -0.41507 -0.00892 0.61594 -0.212 -0.283 -0.081 1.161
S -3.10969 -3.44424 1.84006 -0.004 -0.010 0.023 -0.399
C -1.55302 -4.00224 2.35894 -0.013 -0.042 0.039 1.204
C -1.19656 -5.25869 2.83953 -0.002 0.008 -0.014 -0.655
C 0.11868 -5.45816 3.20770 0.001 -0.002 -0.006 -0.616
C 1.05594 -4.42209 3.11431 -0.003 0.003 -0.009 -0.704
C 0.70107 -3.17787 2.63633 -0.003 -0.015 -0.013 -0.214
C -0.61829 -2.97216 2.23605 0.026 0.090 0.051 -0.874
N -1.14828 -1.78913 1.72529 0.072 0.015 -0.058 0.308
C -2.43046 -1.89497 1.50269 -0.070 0.054 -0.052 0.499
C -3.20281 -0.77369 0.95417 0.059 -0.073 0.020 1.107
C -4.58882 -0.85254 0.82901 -0.005 0.026 -0.002 -0.900
C -5.28679 0.19686 0.25867 0.024 0.002 0.006 -0.877
C -4.59062 1.31098 -0.19154 -0.014 -0.029 0.009 -0.872
C -3.20936 1.37832 -0.05502 0.038 0.046 -0.027 0.075
C -2.47242 0.34996 0.52942 -0.005 -0.015 -0.049 -0.012
H -1.92595 -6.05346 2.91962 0.004 0.006 -0.002 0.452
H 0.42630 -6.42595 3.58089 -0.002 0.003 0.000 0.405
H 2.07774 -4.59949 3.42379 -0.005 -0.004 0.000 0.450
H 1.41744 -2.37108 2.56266 -0.018 -0.019 0.012 0.249
H -5.12552 -1.72980 1.17280 0.017 -0.004 -0.007 0.423
H -6.36265 0.14355 0.15813 0.008 0.001 -0.004 0.397
H -5.12644 2.13143 -0.65335 0.007 -0.005 0.005 0.470
H -2.70726 2.26656 -0.42033 0.064 -0.006 -0.033 0.436
C -0.12095 1.56939 4.22445 -0.026 0.006 -0.007 -1.300
Sb -0.18922 2.11583 2.17174 -0.079 0.458 0.324 0.284
C -1.96520 3.28805 2.20546 -0.012 -0.019 0.009 -1.421
C 1.26021 3.71970 2.07364 0.053 -0.115 0.055 -1.411
C 0.73832 4.99527 1.49545 0.064 0.007 -0.040 0.761
C 0.12064 5.92238 2.33367 -0.021 0.008 -0.001 -0.437
C -0.38211 7.11763 1.84863 0.006 -0.021 0.043 -0.721
C -0.25507 7.40727 0.49836 0.021 -0.008 -0.045 -0.708
C 0.38278 6.50741 -0.33970 -0.077 0.002 0.004 -0.654
C 0.88712 5.29381 0.13037 -0.005 -0.037 -0.014 0.694
C 1.56350 4.36464 -0.82781 0.139 0.109 0.012 -1.748
Sb 0.25409 2.84454 -1.63361 -0.203 -0.221 0.257 0.454
C 1.53730 2.26009 -3.22614 0.084 0.077 0.001 -1.115
C -0.96253 4.21054 -2.75050 -0.020 0.038 -0.012 -1.491
H -0.26545 2.45115 4.84800 0.000 0.000 -0.019 0.437
H 0.84096 1.10808 4.43726 0.005 0.004 -0.003 0.385
H -0.91408 0.84914 4.42081 0.006 -0.005 0.005 0.393
H -1.87240 3.96939 3.05014 -0.019 0.007 -0.003 0.562
H -2.81650 2.62364 2.32973 0.006 0.031 0.009 0.522
H -2.06795 3.86568 1.28864 0.026 -0.034 0.012 0.295
H 2.11612 3.32174 1.53428 -0.036 -0.003 0.049 0.408
H 1.54859 3.84089 3.11945 0.008 0.071 -0.008 0.608
H 0.04565 5.70057 3.39335 -0.005 0.003 -0.003 0.443
H -0.85422 7.82270 2.52027 -0.003 -0.012 -0.003 0.408
H -0.63536 8.33923 0.10044 0.007 -0.004 0.004 0.405
H 0.50099 6.74813 -1.38997 0.011 -0.001 0.005 0.391
H 2.40716 3.84055 -0.37613 -0.016 0.000 -0.046 0.649
H 1.94054 4.91784 -1.68869 0.009 0.012 0.003 0.685
H 1.67690 3.10997 -3.89402 0.007 -0.021 -0.018 0.440
H 1.10908 1.42052 -3.76853 -0.018 -0.040 -0.027 0.322
H 2.49656 1.94405 -2.81888 -0.063 0.044 -0.020 0.258
H -0.33170 4.82033 -3.39804 -0.006 -0.013 -0.002 0.438
H -1.51479 4.86254 -2.07295 0.006 -0.030 -0.006 0.386
H -1.67170 3.65454 -3.36328 0.013 0.007 0.013 0.405
Br -0.41495 -1.13370 -1.65996 -0.119 0.076 -0.313 -0.426
B 0.81746 -2.66207 -1.92697 0.084 0.018 0.165 0.832
B 0.54278 -4.18408 -1.09812 0.011 -0.064 0.002 0.400
C 2.09400 -4.85780 -1.01294 -0.016 -0.007 -0.018 -0.361
B 1.97460 -3.19903 -0.72258 -0.012 0.031 0.066 0.016
B 3.36225 -3.88196 -1.58373 -0.003 -0.037 0.002 0.587
B 2.78864 -5.28567 -2.50404 0.010 -0.032 0.019 1.075
B 1.05108 -5.47357 -2.20383 0.002 -0.039 0.020 0.937
B 0.22133 -4.04962 -2.83692 -0.033 -0.036 -0.001 -0.206
Br -1.60166 -4.11338 -3.51315 -0.031 -0.010 -0.016 -0.385
B 1.61741 -4.73187 -3.71261 0.039 -0.042 0.017 0.083
Br 1.41833 -5.62446 -5.42287 -0.017 -0.025 -0.049 -0.397
B 3.06042 -3.74112 -3.32467 0.010 -0.013 0.010 -0.240
Br 4.51272 -3.48144 -4.58437 0.037 0.004 -0.038 -0.388
B 2.55085 -2.44869 -2.21024 -0.024 0.040 -0.034 0.427
Br 3.39528 -0.68984 -2.16217 0.032 -0.056 0.039 -0.295
B 1.46724 -2.96384 -3.54330 -0.003 0.041 -0.008 -1.222
Br 1.06236 -1.78675 -5.02797 -0.007 0.054 -0.045 -0.247
H -0.26935 -4.38853 -0.26448 0.005 0.011 -0.017 -0.355
H 2.30502 -5.49201 -0.16599 0.002 -0.011 0.003 0.334
H 2.11538 -2.74206 0.35538 0.005 -0.017 -0.016 -0.339
H 4.42294 -3.89779 -1.06883 -0.003 0.005 0.008 -0.330
H 3.47065 -6.24238 -2.59877 0.006 0.003 0.004 -0.323
H 0.58191 -6.55023 -2.10089 -0.002 -0.001 0.000 -0.335
Te 2.11889 0.25147 1.27234 0.201 0.063 -0.135 -0.380
```
Forces are in eV/Å.

Calculated values
Gap between HOMO and LUMO (spin up / spin down) in eV: 6.48 / 5.87
Spin multiplicity: 6
Molar mass in g mol⁻¹: 1417.05
Strongest force on any atom in eV/Å: 0.57
ΔE to the lowest compared entry with this formula, charge and spin in kJ/mol: 0.0
Net charge: 0

***

Record 2
Density functional theory data (ωB97M-V with the def2-TZVPD basis set) for a structure of composition C34H39FN9O4P2ReS at a distorted geometry.

Structure (XYZ):
```
91
Properties=species:S:1:pos:R:3:forces:R:3:mulliken_charge:R:1
Re 0.26294 -0.17421 0.04551 0.198 0.295 2.258 2.207
N 4.75794 -0.36231 0.31251 -0.351 0.241 -0.281 0.200
C 3.55364 -0.06761 -0.16489 0.878 -0.031 -0.415 -0.928
N 2.46074 -0.16321 0.53751 -1.533 -0.294 0.178 0.076
C 2.54814 -0.45061 1.90731 -0.169 0.272 -0.064 0.160
N 1.52354 -0.18681 2.64661 0.859 -0.229 1.575 -1.242
N 0.39764 0.23129 2.08171 0.256 -0.608 -4.468 0.701
C 0.10934 1.58149 2.51211 -0.033 0.937 0.562 -1.064
C 0.63674 2.53669 1.44701 0.255 0.229 0.461 1.042
C 0.99654 3.83649 1.75691 -0.121 -0.343 -0.083 -1.008
C 1.38454 4.68349 0.72961 0.048 -0.129 -0.135 -0.611
C 1.38554 4.19389 -0.56599 -0.101 -0.035 0.259 -0.981
C 1.01444 2.87759 -0.78239 0.073 0.358 -0.502 -0.344
N 0.65744 2.05639 0.19941 -0.014 -0.489 -0.117 0.400
C 3.80064 -0.94121 2.43801 0.415 0.058 -0.270 0.608
C 3.94934 -1.45671 3.72801 0.160 -0.023 -0.077 -0.583
C 5.18344 -1.91931 4.14481 -0.226 0.084 0.022 -0.858
C 6.28554 -1.86891 3.29281 -0.068 0.133 -0.217 -0.580
C 6.16694 -1.33301 2.02421 -0.076 0.019 -0.042 -0.859
C 4.92834 -0.87421 1.59461 -0.286 -0.299 0.764 0.373
H 5.58984 -0.22271 -0.24999 -0.207 0.002 -0.143 0.334
H 3.47724 0.24969 -1.19909 0.088 -0.024 0.001 0.617
H 0.58624 1.76229 3.48561 -0.126 -0.132 -0.333 0.710
H 0.96034 4.17779 2.77871 0.006 0.030 0.138 0.592
H 1.68664 5.69769 0.94001 -0.018 0.100 0.019 0.524
H 1.65964 4.81989 -1.40049 0.036 0.013 -0.065 0.556
H 1.00544 2.46859 -1.78489 -0.011 0.026 0.118 0.407
H 3.09014 -1.48531 4.37771 -0.097 -0.022 0.114 0.566
H 5.30324 -2.31231 5.14211 -0.031 -0.063 0.078 0.483
H 7.23964 -2.24951 3.62141 0.101 0.004 0.050 0.461
H 7.01514 -1.27541 1.35951 0.169 -0.030 -0.037 0.467
C -2.91906 -1.99781 -0.85809 0.128 0.102 0.189 -1.384
P -1.98936 -1.25751 0.53561 -0.249 -0.543 -0.202 1.362
C -3.40366 -0.58711 1.47161 0.171 0.112 -0.114 -2.158
C -1.45156 -2.64341 1.60501 0.133 0.080 -0.145 0.580
C -2.14386 -3.04651 2.74001 0.004 0.018 -0.025 -0.794
C -1.64996 -4.07271 3.53301 0.053 -0.018 -0.005 -0.994
C -0.47806 -4.72381 3.18891 0.029 0.000 -0.040 -0.833
C 0.22574 -4.33431 2.05851 -0.076 0.041 -0.048 -0.938
C -0.25036 -3.28931 1.27791 0.148 0.134 -0.112 -0.215
P 0.64104 -2.62051 -0.15169 0.011 -0.249 0.142 1.805
C 2.35944 -3.21841 -0.02349 -0.143 0.200 0.091 -2.049
C 0.06714 -3.58111 -1.61309 0.030 0.243 -0.018 -1.143
H -3.62566 -2.72431 -0.45709 -0.038 -0.015 -0.044 0.462
H -2.27926 -2.49241 -1.57929 0.068 -0.047 -0.058 0.329
H -3.47616 -1.19711 -1.34439 -0.053 0.033 -0.061 0.445
H -4.13966 -1.38721 1.57221 0.102 0.002 0.054 0.689
H -3.86186 0.22909 0.91811 0.032 -0.042 -0.003 0.404
H -3.07386 -0.25411 2.45491 -0.107 0.015 0.031 0.573
H -3.05796 -2.56401 3.04251 -0.115 0.052 0.006 0.446
H -2.17756 -4.35411 4.43111 -0.088 -0.054 0.048 0.462
H -0.10236 -5.52731 3.80251 0.026 -0.079 0.075 0.473
H 1.14364 -4.84191 1.80301 0.088 -0.045 -0.007 0.472
H 2.80584 -2.94661 0.93201 0.041 -0.015 -0.041 0.423
H 2.93814 -2.79901 -0.84979 -0.021 -0.043 0.046 0.412
H 2.35674 -4.30561 -0.12159 0.005 0.062 0.005 0.660
H -0.72906 -4.26361 -1.31889 -0.004 0.037 0.017 0.455
H 0.90994 -4.16891 -1.97169 -0.008 -0.036 -0.051 0.562
H -0.26906 -2.94481 -2.42929 0.009 0.040 0.009 0.139
F -6.79866 3.16399 -1.17999 0.034 0.079 -0.131 -0.284
C -5.56956 3.46019 -0.78239 0.087 -0.300 0.708 0.219
C -5.15066 3.09489 0.44851 -0.908 0.098 -1.145 -0.015
N -3.88456 3.37279 0.87211 0.891 0.444 0.128 0.237
C -3.32786 2.83989 2.08981 0.424 0.276 -0.030 -0.994
C -2.08276 2.04019 1.71481 -0.788 0.110 -0.670 0.607
O -1.26216 1.90719 2.74251 0.290 -0.387 0.532 -0.349
O -1.90016 1.57059 0.61271 0.054 0.072 0.447 -0.611
C -2.98076 4.08809 0.08871 -0.627 -0.354 0.249 0.397
O -1.84816 4.28699 0.47611 0.483 0.331 0.168 -0.538
N -3.45416 4.47679 -1.12379 0.184 0.298 -0.283 -0.056
C -4.68316 4.15379 -1.72809 0.005 -0.286 0.392 0.285
O -4.88966 4.40629 -2.87799 -0.204 0.093 -0.202 -0.546
H -5.80816 2.58039 1.13571 -0.031 0.003 -0.025 0.450
H -4.05266 2.21199 2.61181 0.036 0.039 -0.092 0.309
H -3.01286 3.64789 2.75971 -0.098 -0.195 -0.031 0.361
H -2.82046 5.02779 -1.69709 -0.126 -0.146 0.126 0.250
C 1.91284 0.97689 -5.20399 0.571 0.245 -0.097 -0.829
N 0.64404 0.34959 -4.97449 -0.436 -0.171 0.400 0.084
C -0.24606 0.07249 -6.09299 -0.186 -0.164 -0.497 -0.633
C -1.49506 -0.51771 -5.41789 -0.376 -0.071 -0.420 -0.674
N -1.07426 -0.62881 -4.02359 0.068 0.037 0.093 0.030
C 0.12664 -0.07761 -3.83619 -0.374 0.252 0.055 0.262
S 1.00644 0.00079 -2.37309 0.590 -0.431 0.979 -0.484
H 2.54684 0.33809 -5.82139 -0.014 -0.026 0.033 0.353
H 2.41284 1.17059 -4.25809 -0.031 0.012 -0.084 0.255
H 1.76184 1.91759 -5.73639 -0.008 -0.017 0.058 0.336
H 0.23494 -0.63411 -6.77479 -0.060 0.050 0.042 0.358
H -0.45236 0.99139 -6.64619 0.006 -0.074 0.069 0.395
H -1.75566 -1.50041 -5.81499 0.024 0.135 0.014 0.354
H -2.36336 0.13809 -5.51219 0.089 -0.052 0.035 0.332
H -1.71926 -0.84171 -3.28159 0.185 0.068 0.091 0.067
```
Forces are in eV/Å.

Calculated values
Gap between HOMO and LUMO (spin up / spin down) in eV: 5.11 / 5.24
Spin multiplicity: 2
Molar mass in g mol⁻¹: 936.96
Strongest force on any atom in eV/Å: 4.52
ΔE to the lowest compared entry with this formula, charge and spin in kJ/mol: 146.5
Net charge: +3